1.
{
  "formula": "C3H8NO",
  "method": "ωB97M-V with the def2-TZVPD basis set",
  "total_energy_ha": -248.79987,
  "multiplicity": 1,
  "lumo_energy_ev": -5.2,
  "relative_energy_ev": 0.980,
  "charge": 1,
  "homo_lumo_gap_ev": 9.36,
  "homo_energy_ev": -14.5176,
  "symbols": ["C", "N", "H", "H", "H", "H", "O", "C", "C", "H", "H", "H", "H"],
  "positions_angstrom": [[2.44384, 0.99660, 1.63355], [1.97848, 0.57373, 0.52154], [1.82128, 0.78143, 2.50186], [3.31643, 1.63633, 1.70077], [2.65563, 0.68746, -0.23146], [0.93740, 0.43846, 0.29393], [-0.23158, -0.08964, -0.57620], [-1.07398, -0.93267, -0.87511], [-2.49759, -0.61296, -1.04838], [-0.68222, -1.95252, -0.76231], [-3.01161, -1.43277, -1.54721], [-2.67886, 0.34914, -1.53621], [-2.97721, -0.44259, -0.07478]],
  "atomic_forces_ev_per_a": [[-1.65, -0.17, 0.32], [1.16, 1.46, 0.27], [0.19, 0.54, 0.09], [0.52, -0.74, 0.02], [-0.75, 0.05, -0.59], [0.98, -1.18, -0.11], [-0.79, 0.28, -0.54], [1.19, 0.59, 1.85], [-0.73, 0.07, -0.46], [-0.67, -0.38, -0.66], [-0.15, 0.16, -0.03], [0.34, -0.23, -0.31], [0.34, -0.44, 0.13]],
  "nbo_charge": [0.1463, -0.5831, 0.2191, 0.2336, 0.4247, 0.4897, -0.6398, 0.5089, -0.7477, 0.1525, 0.2513, 0.2661, 0.2784]
}

---

2.
{
  "formula": "CH3BrInO2P",
  "method": "ωB97M-V with the def2-TZVPD basis set",
  "total_energy_ha": -3295.12058,
  "multiplicity": 1,
  "lumo_energy_ev": -11.6,
  "charge": 2,
  "homo_lumo_gap_ev": 6.72,
  "homo_energy_ev": -18.3346,
  "symbols": ["O", "C", "P", "O", "Br", "H", "H", "H", "In"],
  "positions_angstrom": [[1.44137, 0.48034, 0.05824], [0.79891, 0.26049, -1.02931], [-1.04459, -0.35721, -0.91828], [-1.45707, 0.60370, 0.26566], [-0.75523, -2.33198, -0.02246], [0.91270, 0.26693, 0.87052], [0.84372, 1.17411, -1.64076], [-2.34721, 0.95422, 0.09947], [1.60741, -1.05060, 2.31693]],
  "atomic_forces_ev_per_a": [[0.05, 0.83, -0.69], [-2.17, 2.21, 2.37], [-0.78, -1.24, -2.47], [0.55, 0.18, 0.90], [0.46, -0.03, 0.41], [-0.02, -0.16, -1.02], [1.48, -0.84, -1.51], [-0.16, 0.42, 0.22], [0.59, -1.38, 1.79]],
  "nbo_charge": [-0.5655, 0.2755, 1.0961, -0.9911, -0.1410, 0.4723, 0.2584, 0.5655, 1.0298]
}

---

3.
{
  "formula": "C17H17NPb",
  "method": "ωB97M-V with the def2-TZVPD basis set",
  "total_energy_ha": -905.32069,
  "multiplicity": 1,
  "lumo_energy_ev": [-1.9, -0.2],
  "homo_lumo_gap_ev": [5.82, 7.51],
  "homo_energy_ev": [-7.6707, -7.7184],
  "symbols": ["C", "C", "C", "C", "C", "Pb", "N", "C", "C", "H", "H", "H", "H", "H", "H", "H", "H", "H", "H", "C", "C", "C", "C", "C", "C", "C", "C", "C", "C", "H", "H", "H", "H", "H", "H", "H"],
  "positions_angstrom": [[-1.44478, 1.06563, -3.72804], [-0.05180, 0.92289, -4.04234], [0.69083, 1.83200, -3.21806], [-0.24182, 2.51713, -2.36537], [-1.56897, 2.03921, -2.68461], [-0.43374, 0.08171, -1.14551], [-1.55438, -1.81354, -1.55138], [-0.93411, -3.44619, -1.87835], [0.36442, -3.22877, -2.53718], [1.76757, 2.01730, -3.28762], [0.35482, 0.31114, -4.86355], [-0.00301, 3.28828, -1.60113], [-2.52165, 2.43381, -2.24715], [-2.28935, 0.56960, -4.25920], [0.31072, -2.77148, -3.54420], [-1.55154, -4.20998, -2.58052], [-2.31428, -1.91082, -0.85230], [1.36139, -3.29570, -2.05033], [-0.78867, -3.86918, -0.77856], [2.41978, -0.77245, 4.04150], [2.45488, -1.33611, 2.74708], [1.56511, -0.83605, 1.77607], [0.60620, 0.18658, 2.04164], [-0.31311, 0.68832, 1.10627], [-1.23210, 1.62852, 1.43728], [-1.27534, 2.16979, 2.74820], [-0.39733, 1.72747, 3.69461], [0.55507, 0.74617, 3.38887], [1.46417, 0.22446, 4.35392], [3.14705, -1.15118, 4.77257], [3.16861, -2.13932, 2.46487], [1.57366, -1.25885, 0.74437], [-1.96441, 1.99209, 0.73914], [-1.99676, 2.91238, 3.04804], [-0.37122, 2.10419, 4.70895], [1.44408, 0.58096, 5.40201]],
  "atomic_forces_ev_per_a": [[0.66, -0.13, -0.64], [-1.11, 0.52, 0.00], [-0.78, -0.03, 0.36], [0.36, -0.09, -0.03], [-0.12, -0.27, 0.63], [0.25, -0.54, -0.82], [-0.13, -2.59, -0.56], [0.10, 0.51, 1.95], [0.21, 0.55, -0.39], [-0.52, -0.12, 0.18], [-0.24, 0.33, 0.67], [-0.18, -0.68, -0.77], [1.06, -0.43, -0.56], [0.91, 0.38, 0.69], [0.26, -0.45, 0.65], [0.59, 2.41, 1.77], [0.49, -0.15, -0.34], [-1.00, 0.02, -0.27], [-0.50, 0.57, -2.52], [-0.90, 0.67, 0.02], [-0.84, 0.64, -1.25], [0.44, -0.62, -0.06], [0.81, -0.09, 1.49], [-0.29, -0.12, -0.48], [-0.22, 0.49, 0.67], [0.22, -0.23, 0.43], [0.05, 0.15, 0.08], [0.97, -1.53, -0.83], [1.26, -0.96, 0.27], [-0.57, 0.37, -0.11], [-0.59, 0.72, 0.35], [0.09, 0.26, 0.88], [-0.13, 0.11, -0.39], [-0.22, 0.14, -0.27], [-0.28, 0.20, -0.01], [-0.11, -0.03, -0.80]],
  "nbo_charge": [-0.3179, -0.3286, -0.3169, -0.3733, -0.3773, 1.4845, -1.1186, -0.3009, -0.3035, 0.2298, 0.2268, 0.2359, 0.2378, 0.2357, 0.1816, 0.2313, 0.3458, 0.1836, 0.2019, -0.2157, -0.2132, -0.2104, -0.0436, -0.2268, -0.3052, -0.1935, -0.1887, -0.0945, -0.1726, 0.2203, 0.2236, 0.2032, 0.2136, 0.2171, 0.2146, 0.2142]
}

---

4.
{
  "formula": "C2HFO",
  "method": "ωB97M-V with the def2-TZVPD basis set",
  "total_energy_ha": -251.76568,
  "multiplicity": 1,
  "lumo_energy_ev": -0.1,
  "relative_energy_ev": 2.133,
  "homo_lumo_gap_ev": 9.02,
  "homo_energy_ev": -9.1315,
  "symbols": ["C", "C", "O", "F", "H"],
  "positions_angstrom": [[0.63755, 0.21379, -0.39854], [0.05223, -1.91225, -1.42121], [0.44646, -2.88069, -1.75947], [0.32322, 0.94511, -1.41986], [-0.13923, 0.31521, 0.34189]],
  "atomic_forces_ev_per_a": [[2.04, -0.81, -0.31], [-1.47, 2.97, 1.21], [1.33, -3.00, -1.07], [-0.56, 0.59, -0.22], [-1.34, 0.25, 0.39]],
  "nbo_charge": [0.2217, 0.5181, -0.4677, -0.3253, 0.0533]
}

---

Molar mass? In order: 74.10, 272.73, 442.53, 60.03 g/mol.